53
Properties=species:S:1:pos:R:3 method="wB97M-V/def2-TZVPD" s2=0.888 total_charge=+1 homo_lumo_gap_ha="0.213 / 0.226" multiplicity=2 e_lumo_ev="-4.798 / -4.448" homo_energy_ev="-10.600 / -10.600"
Re -0.02681 -1.77306 0.92469
Cl -4.81279 -2.42776 1.87132
C -4.12947 -1.18440 0.90030
C -4.95903 -0.19587 0.32933
C -4.42446 0.81681 -0.39735
Cl -5.45839 2.01989 -1.07978
C -3.02533 0.89314 -0.60281
C -2.33351 1.92220 -1.27862
C -0.97104 1.88046 -1.36622
C -0.26516 0.80119 -0.82469
N -0.89729 -0.20218 -0.21330
C -2.26427 -0.12801 -0.06110
C -2.79272 -1.14337 0.70743
O -1.89226 -2.04949 1.25109
H -6.02880 -0.24538 0.48488
H -2.88781 2.75222 -1.70210
H -0.41820 2.67450 -1.85075
H 0.80807 0.74762 -0.87339
N 0.10113 -3.49464 -0.47206
N 1.31827 -3.43335 -1.13417
C 2.21732 -2.45948 -0.78920
O 3.28066 -2.37481 -1.32700
O 1.75949 -1.62610 0.18964
H 0.06204 -4.33410 0.07135
H -0.65280 -3.51397 -1.14012
H 1.60249 -4.18702 -1.72443
O -1.63975 1.31926 2.82432
S -0.22299 1.17272 2.83606
O 0.60080 2.05438 2.08115
N 0.14130 -0.43434 2.43295
C 0.55111 -1.16236 3.48261
S 0.76574 -2.79313 3.10854
C 0.71121 -0.38241 4.70521
C 1.15823 -0.79754 5.94075
C 1.25065 0.15165 6.94871
C 0.91405 1.48400 6.71042
C 0.45766 1.90614 5.46495
C 0.36305 0.94721 4.48112
H 1.43241 -1.83466 6.10942
H 1.59496 -0.14464 7.93169
H 1.01322 2.21246 7.51029
H 0.19672 2.94432 5.27854
S 0.66020 -0.78324 -3.28681
C 2.12194 -1.12423 -4.06080
N 3.27943 -0.50467 -3.65444
C 4.49608 -0.71331 -4.20566
C 4.61734 -1.54501 -5.25346
C 3.43656 -2.18419 -5.66537
N 2.24502 -2.00108 -5.11560
H 3.20678 0.03129 -2.81097
H 5.32983 -0.18648 -3.75971
H 5.57212 -1.72290 -5.73062
H 3.46932 -2.89227 -6.49189

***

52
Properties=species:S:1:pos:R:3 method="wB97M-V/def2-TZVPD" homo_lumo_gap_ha=0.242 e_lumo_ev=-1.387 homo_energy_ev=-7.979
W -0.58926 -0.74852 0.67174
N 0.76240 -1.02183 4.99177
C 0.47660 -1.15131 3.66305
S -0.94253 -0.31539 3.05858
N 1.23983 -1.88297 2.92352
N 0.67824 -2.06793 1.65771
C 1.41307 -1.82219 0.55249
C 1.32392 -2.71427 -0.63908
C 2.42161 -3.35535 -1.19049
C 2.26085 -4.18686 -2.29378
C 0.99080 -4.36938 -2.82951
C -0.11122 -3.71702 -2.29032
C 0.07251 -2.87637 -1.20808
O -0.95430 -2.14189 -0.69715
H 0.42561 -0.20209 5.46413
H 1.63818 -1.40704 5.30289
H 2.34001 -1.27444 0.70992
H 3.40175 -3.20839 -0.75061
H 3.11534 -4.68701 -2.72923
H 0.85457 -5.01790 -3.68574
H -1.10201 -3.83463 -2.71035
Cl -3.95609 0.71618 1.82622
C -3.27038 1.16979 0.29213
C -2.08554 0.59037 -0.14275
C -1.61476 1.04485 -1.36458
Cl -0.12112 0.31239 -1.92976
C -2.20470 2.04362 -2.12711
Cl -1.48836 2.57414 -3.59350
C -3.38914 2.59641 -1.65404
Cl -4.17435 3.82482 -2.55920
C -3.93224 2.15085 -0.44554
Cl -5.40174 2.84307 0.12174
Cl 3.90491 5.62062 -2.45874
C 2.92080 4.58106 -1.47031
C 1.84908 5.12323 -0.77859
C 1.06394 4.29087 0.00113
C 1.34928 2.93228 0.08460
C 2.43137 2.40977 -0.61281
C 3.22619 3.23268 -1.39491
C 0.43447 2.06248 0.88646
O -0.51335 2.51950 1.46906
O 0.73666 0.74171 0.82836
H 1.63823 6.18079 -0.85628
H 0.21683 4.68144 0.54846
H 2.64827 1.35262 -0.54149
H 4.06987 2.83940 -1.94466
N -1.97297 -3.41170 1.67683
N -2.35550 -2.09020 1.26866
H -2.74548 -3.82160 2.18888
H -1.17710 -3.31025 2.29640
H -2.88659 -1.60833 1.98570
H -2.91650 -2.19007 0.42816

***

54
Properties=species:S:1:pos:R:3 method="wB97M-V/def2-TZVPD" total_charge=-2 homo_lumo_gap_ha="0.128 / 0.128" e_lumo_ev="4.063 / 4.062" homo_energy_ev="0.591 / 0.586"
Pd 0.26661 -1.87831 1.61317
C 1.58089 4.86280 -1.65624
C 0.10422 4.60098 -1.32545
C -0.83381 4.96672 -2.47597
C -0.55217 4.07974 -3.67938
C -0.54961 2.63399 -3.25858
C -0.78865 1.65343 -4.22371
C -0.84094 0.32951 -3.83992
F -1.07504 -0.60531 -4.81646
C -0.70266 -0.06126 -2.52845
C -0.46688 0.90729 -1.54296
C -0.46603 0.52316 -0.13277
O -0.95198 -0.56172 0.24314
C 0.01181 1.56144 0.77406
C 0.16926 2.81947 0.34035
N -0.10827 3.22077 -0.96170
C -0.35777 2.26674 -1.92445
C 0.33552 1.19605 2.23705
O -0.29841 1.84554 3.10322
O 1.18627 0.31514 2.42473
H 1.74097 5.90198 -1.94005
H 1.90978 4.22439 -2.47130
H 2.18520 4.63552 -0.78150
H -0.16566 5.20836 -0.44971
H -0.72559 6.02273 -2.73685
H -1.85966 4.79817 -2.13795
H 0.40318 4.35690 -4.14101
H -1.32581 4.23167 -4.43748
H -0.92196 1.93126 -5.25923
H -0.77045 -1.09272 -2.22294
H 0.49208 3.61008 1.00171
N -1.92603 -0.35578 3.16025
C -2.93664 -0.74018 2.32381
C -2.77672 -2.07891 2.11468
N -1.67795 -2.53424 2.77794
C -1.13649 -1.45009 3.32908
H -1.56918 0.59400 3.29451
H -3.67396 -0.04590 1.96679
H -3.36987 -2.74594 1.51526
H -0.37909 -1.46791 4.10340
F 0.02650 -6.11639 0.70143
C 0.16308 -4.88457 1.25978
F -0.60231 -4.08981 0.51598
F -0.39751 -5.00511 2.47192
C 1.68024 -4.36322 1.27917
O 1.88152 -3.36088 0.50829
C 2.59133 -5.62196 0.89748
F 3.88569 -5.42647 1.20245
F 2.56148 -5.89210 -0.41299
F 2.27082 -6.78740 1.51034
C 2.07427 -4.09116 2.79715
F 2.13730 -5.21925 3.55378
F 1.25529 -3.26970 3.45740
F 3.29379 -3.55151 2.87876

***

42
Properties=species:S:1:pos:R:3 method="wB97M-V/def2-TZVPD" total_charge=-1 smiles="COc1ccc([C@H](C2=C([O-])c3ccccc3C2=O)n2ccnc2C=O)cc1" homo_lumo_gap_ha=0.266 e_lumo_ev=2.645 homo_energy_ev=-4.584
C -4.65902 -3.75722 -0.85303
O -4.17090 -2.82336 -1.84124
C -3.32305 -1.82497 -1.48104
C -2.94637 -1.52735 -0.15122
C -1.90661 -0.62566 0.07508
C -1.17982 -0.09708 -0.99860
C 0.14192 0.65295 -0.85128
C 0.88779 0.42220 0.41959
C 1.05744 -0.89446 1.02525
O 0.55984 -1.98195 0.70211
C 2.07196 -0.70137 2.10394
C 2.64960 -1.65779 2.93134
C 3.74464 -1.29453 3.72263
C 4.25981 0.01624 3.65759
C 3.68597 0.97183 2.81094
C 2.56749 0.60775 2.05584
C 1.86357 1.31408 0.96571
O 2.19943 2.47287 0.56606
N -0.03019 2.00232 -1.12923
C -1.19559 2.70292 -1.39395
C -0.81207 3.91164 -1.93613
N 0.55958 3.97012 -1.99994
C 1.01601 2.84872 -1.49728
C 2.45547 2.48332 -1.39484
O 3.36010 3.29175 -1.58161
C -1.68107 -0.26021 -2.29903
C -2.73969 -1.10700 -2.55217
H -5.27677 -4.44371 -1.43526
H -3.83479 -4.30488 -0.37143
H -5.27032 -3.25004 -0.09242
H -3.42460 -2.02906 0.69387
H -1.66253 -0.33177 1.09763
H 0.79253 0.21993 -1.64186
H 2.23444 -2.66299 2.94014
H 4.19869 -2.02962 4.38900
H 5.10932 0.28473 4.28469
H 4.07570 1.98434 2.72532
H -2.18185 2.33016 -1.17000
H -1.44408 4.71789 -2.28207
H 2.59202 1.39185 -1.52373
H -1.23970 0.29672 -3.12785
H -3.10431 -1.28931 -3.56149

***

53
Properties=species:S:1:pos:R:3 method="wB97M-V/def2-TZVPD" s2=3.762 total_charge=-1 homo_lumo_gap_ha="0.202 / 0.244" multiplicity=4 e_lumo_ev="2.112 / 2.107" homo_energy_ev="-3.376 / -4.546"
W -0.11320 0.23550 0.50910
O 1.90500 0.28270 1.00820
N 2.52010 1.44320 0.81570
C 3.61780 1.72650 1.56430
C 4.29100 2.91000 1.42320
C 3.86740 3.82920 0.46000
C 2.78060 3.50090 -0.33850
C 2.08170 2.31680 -0.15340
S 0.69860 1.88060 -1.09940
H 3.90460 0.95770 2.26580
H 5.14140 3.10950 2.05460
H 4.38430 4.76680 0.33090
H 2.42750 4.16930 -1.10670
Br -3.47770 -5.65110 -0.78650
C -3.08240 -3.84390 -0.42790
C -4.04950 -3.02230 0.12730
Br -5.76730 -3.70350 0.50240
C -3.75160 -1.69140 0.40450
Br -5.04250 -0.53770 1.15860
C -2.48720 -1.16360 0.16250
O -2.16420 0.07610 0.37860
C -1.48210 -2.01760 -0.41280
O -0.31550 -1.47740 -0.64260
C -1.81600 -3.33440 -0.71370
Br -0.49300 -4.43460 -1.49440
C -3.34360 0.29270 8.10030
C -1.92650 -0.12770 7.86150
C -1.63360 -1.25790 7.10540
C -0.32020 -1.61880 6.85680
C 0.69990 -0.83980 7.36570
C 0.43550 0.27380 8.14030
C -0.87890 0.62430 8.39060
S 2.38300 -1.16390 6.86200
O 2.49080 -2.51660 6.41050
O 3.28440 -0.68880 7.87310
N 2.62110 -0.15890 5.55740
C 1.79220 -0.33410 4.39210
C 0.53380 0.54960 4.38460
C -0.04640 0.49880 2.98430
O -0.04900 1.54360 2.27880
O -0.44620 -0.60300 2.53300
H -4.03210 -0.32570 7.53020
H -3.47710 1.33080 7.80080
H -3.59210 0.21840 9.15970
H -2.43610 -1.85030 6.69380
H -0.07010 -2.48120 6.25970
H 1.26290 0.84650 8.53230
H -1.09840 1.49520 8.99220
H 2.74480 0.79870 5.85190
H 1.52550 -1.39150 4.35580
H 2.38470 -0.10930 3.49790
H 0.79840 1.58350 4.62000
H -0.21340 0.18370 5.08720

***

Number 1: strongest force on any atom 1.84 eV/Å, electronic energy -3707.07092 Eh. Number 2: strongest force on any atom 2.20 eV/Å, electronic energy -4535.22209 Eh. Number 3: strongest force on any atom 1.19 eV/Å, electronic energy -2401.06940 Eh. Number 4: strongest force on any atom 3.80 eV/Å, electronic energy -1219.74321 Eh. Number 5: strongest force on any atom 1.48 eV/Å, electronic energy -12605.68463 Eh.